Here is C3H4Cl2O in the gas phase at a distorted geometry from the Open Molecules 2025 dataset. Energies are from ωB97M-V/def2-TZVPD.

XYZ file:
```
10
Properties=species:S:1:pos:R:3:forces:R:3
O -1.5319 1.6526 1.1242 0.355 0.083 -0.724
C -0.8019 0.7306 0.8949 0.262 -2.720 2.253
C -0.7074 -0.0709 -0.4083 3.100 -0.597 0.848
C 1.0455 -0.5662 -0.5786 -3.945 4.474 3.049
Cl 1.9181 1.0617 -0.3869 -0.237 -1.374 -0.277
Cl 1.4681 -1.6981 0.6427 0.145 -0.292 -0.072
H -0.2285 0.1992 1.8006 -0.638 1.199 -1.557
H -1.0830 0.6284 -1.1397 0.312 -0.304 -0.946
H -1.1841 -1.0689 -0.4102 -0.186 0.780 0.288
H 1.1050 -0.8685 -1.5387 0.831 -1.249 -2.863
```
Forces are in eV/Å.

M: 126.97 g/mol
ΔE to the lowest compared entry with this formula, charge and spin: 40.6 kcal per mole
E_HOMO: -0.3645 Ha

In elementary charge units, the natural (NBO) charges are:
1 O -0.505
2 C 0.434
3 C -0.495
4 C -0.190
5 Cl -0.065
6 Cl 0.044
7 H 0.101
8 H 0.236
9 H 0.239
10 H 0.199

Here is C3H4Cl2O in the gas phase at a distorted geometry from the Open Molecules 2025 dataset. Energies are from ωB97M-V/def2-TZVPD.

XYZ file:
```
10
Properties=species:S:1:pos:R:3:forces:R:3
C -0.1941 0.2038 1.6358 -0.618 -1.650 0.951
C 0.0388 -0.0081 0.1432 -0.732 0.670 1.284
Cl -1.0018 -1.3115 -0.4227 -0.278 -0.374 -0.405
Cl 1.7074 -0.3274 -0.2380 0.686 -0.111 -0.229
C -0.4249 1.2496 -0.6037 -0.669 -0.526 -0.260
O -0.9123 2.1715 -0.0108 0.456 -0.065 -0.814
H -1.2218 0.6357 1.7783 1.070 -0.485 -0.088
H -0.1397 -0.8217 2.2023 0.101 2.053 -1.059
H 0.5496 0.9141 2.0001 -0.131 -0.152 0.173
H -0.4036 1.0905 -1.7150 0.115 0.640 0.448
```
Forces are in eV/Å.

M: 126.97 g/mol
ΔE to the lowest compared entry with this formula, charge and spin: 12.5 kcal per mole
E_HOMO: -0.3853 Ha

In elementary charge units, the natural (NBO) charges are:
1 C -0.638
2 C -0.171
3 Cl 0.006
4 Cl 0.022
5 C 0.414
6 O -0.484
7 H 0.247
8 H 0.233
9 H 0.235
10 H 0.137

Here is a molecular structure, C3H4Cl2O at a distorted geometry from the Open Molecules 2025 dataset. Energies are from ωB97M-V/def2-TZVPD.

XYZ file:
```
10
Properties=species:S:1:pos:R:3:forces:R:3
C 1.1698 0.0978 0.6707 0.838 -0.628 1.929
C -0.0414 -0.4541 0.0873 3.537 -1.394 -1.487
C -0.9564 0.3878 -0.6117 -1.723 0.759 -0.577
O 1.6698 -0.0757 -0.5926 -2.300 -1.145 0.095
Cl -0.3283 -2.1519 -0.0158 0.722 0.318 0.331
Cl -2.5684 -0.2158 -0.0495 -0.284 0.956 -0.366
H 1.1790 1.1253 0.9392 -0.601 1.128 0.531
H 1.5586 -0.4766 1.5320 0.289 -0.138 -0.565
H -0.8955 0.3710 -1.6994 -0.148 -0.311 0.136
H -0.7872 1.3921 -0.2602 -0.330 0.455 -0.028
```
Forces are in eV/Å.

M: 126.97 g/mol
ΔE to the lowest compared entry with this formula, charge and spin: 67.1 kcal per mole
E_HOMO: -0.3720 Ha

In elementary charge units, the natural (NBO) charges are:
1 C -0.122
2 C 0.201
3 C -0.430
4 O -0.543
5 Cl 0.091
6 Cl -0.038
7 H 0.173
8 H 0.171
9 H 0.259
10 H 0.238

Here is C3H4Cl2S in the gas phase at a distorted geometry from the Open Molecules 2025 dataset. Energies are from ωB97M-V/def2-TZVPD.

XYZ file:
```
10
Properties=species:S:1:pos:R:3:forces:R:3
S -0.0844 2.7372 -0.3115 -0.774 -2.554 0.914
C -0.4939 1.2415 0.3225 0.925 2.193 -1.669
C -0.5011 -0.0605 -0.4439 0.755 0.275 3.565
Cl -2.1011 -0.8468 -0.2967 0.453 -0.042 0.116
C 0.6685 -0.9339 0.1343 -2.067 -1.275 0.210
Cl 2.2632 -0.4449 -0.3128 0.756 0.610 -0.466
H -0.6120 1.1482 1.3874 -0.324 -0.085 0.414
H -0.2629 0.0637 -1.4165 0.235 0.653 -3.306
H 0.4904 -1.9395 -0.2909 0.220 0.365 0.481
H 0.6334 -0.9649 1.2282 -0.177 -0.141 -0.259
```
Forces are in eV/Å.

M: 143.04 g/mol
ΔE to the lowest compared entry with this formula, charge and spin: 8.7 kcal per mole
E_HOMO: -0.3381 Ha

In elementary charge units, the natural (NBO) charges are:
1 S 0.083
2 C -0.240
3 C -0.275
4 Cl -0.024
5 C -0.410
6 Cl -0.005
7 H 0.194
8 H 0.223
9 H 0.233
10 H 0.220

Here is 2 unconnected molecules or ions with the total composition C3H4Cl3FNOS at a distorted geometry from the Open Molecules 2025 dataset. Energies are from ωB97M-V/def2-TZVPD.

XYZ file:
```
14
Properties=species:S:1:pos:R:3:forces:R:3
C 2.3721 -1.1537 -0.3620 1.568 -0.209 0.179
C -1.6682 -0.2895 -0.4850 -1.348 1.527 0.074
C -0.4274 1.7483 -0.0325 1.715 -0.373 0.884
N -1.0053 0.7039 0.4636 -0.352 0.073 -3.277
O 1.2690 -0.8384 -0.1483 -1.595 0.345 0.131
F 3.2570 -0.3021 -0.8479 0.061 -0.185 -0.133
S -1.1061 0.4174 2.1304 0.127 -1.475 0.819
Cl -0.1950 2.1421 -1.6465 -0.757 -0.312 -0.184
Cl 3.0773 -2.6663 -0.0031 0.018 0.060 -0.170
Cl 0.5567 2.6347 0.9910 0.083 0.901 0.451
H -1.5663 -0.1613 -1.5883 0.169 1.032 1.000
H -1.0843 -1.1649 -0.3448 -0.473 -1.342 0.790
H -2.7505 -0.1325 -0.1993 1.148 -1.403 -0.381
H -0.7289 -0.9377 2.0724 -0.362 1.361 -0.184
```
Forces are in eV/Å.

M: 227.50 g/mol
charge: +1
ΔE to the lowest compared entry with this formula, charge and spin: 0.0 kcal per mole
E_HOMO: -0.5248 Ha

In elementary charge units, the natural (NBO) charges are:
1 C 0.816
2 C -0.442
3 C 0.224
4 N -0.456
5 O -0.588
6 F -0.288
7 S 0.311
8 Cl 0.220
9 Cl 0.065
10 Cl 0.197
11 H 0.259
12 H 0.253
13 H 0.256
14 H 0.175

Here is a molecular structure, C3H4Cl3NO2P at a distorted geometry from the Open Molecules 2025 dataset. Energies are from ωB97M-V/def2-TZVPD.

XYZ file:
```
14
Properties=species:S:1:pos:R:3:forces:R:3
C 0.5483 -1.2427 -0.0276 0.759 -2.465 -0.601
C -2.3695 0.4296 -0.3592 0.410 0.139 1.364
C -1.8191 -0.0348 0.9479 -1.040 1.216 1.111
N 1.1021 -0.1674 -0.3930 1.512 1.648 -0.088
O 0.5020 -2.4115 -0.0545 -0.360 1.649 0.290
O -0.7863 -0.6652 1.1446 -0.545 0.199 -0.194
P 2.6404 0.3390 -0.3148 -1.364 -1.961 1.021
Cl 3.6259 -0.9229 0.9469 -0.494 1.168 -0.679
Cl 3.6397 0.2842 -1.9826 -0.094 -0.001 -0.260
Cl 2.6407 2.2010 0.2733 0.148 -0.156 0.149
H -2.3824 1.5115 -0.3259 0.455 0.452 0.037
H -3.3634 0.2241 -0.6921 -0.787 -0.843 0.450
H -1.6759 0.0470 -1.0181 1.242 -0.362 -2.263
H -2.3024 0.4081 1.8551 0.159 -0.684 -0.336
```
Forces are in eV/Å.

M: 223.40 g/mol
charge: +1
E_HOMO: -0.5507 Ha

In elementary charge units, the natural (NBO) charges are:
1 C 0.968
2 C -0.733
3 C 0.530
4 N -1.028
5 O -0.410
6 O -0.503
7 P 1.485
8 Cl -0.117
9 Cl -0.069
10 Cl -0.069
11 H 0.269
12 H 0.286
13 H 0.225
14 H 0.167

Here is 2 unconnected molecules or ions with the total composition C3H4Cl3NO3 at a distorted geometry from the Open Molecules 2025 dataset. Energies are from ωB97M-V/def2-TZVPD.

XYZ file:
```
14
Properties=species:S:1:pos:R:3:forces:R:3
C 1.0364 0.9261 -1.1094 -0.296 2.365 -2.394
C 1.0440 -0.4146 -0.5978 1.238 -2.512 -0.149
Cl 0.0207 -1.5126 -1.6406 -0.162 0.715 1.133
Cl 2.7268 -1.2038 -0.8576 -0.667 0.881 0.560
C 0.7729 -0.4523 0.9207 -1.083 1.516 2.769
O 0.4732 0.4440 1.7114 0.720 -0.886 -3.457
Cl 0.9289 -1.9557 1.6734 0.190 -1.796 0.050
H 1.6780 1.6104 -0.5364 -0.127 -0.342 -0.191
H -0.0006 1.3131 -1.0752 0.459 -0.090 0.084
H 1.3348 0.9111 -2.2126 -0.269 0.138 1.587
O -2.4649 0.9819 0.0863 0.160 0.730 -0.581
N -2.5905 -0.1826 0.1575 -0.153 0.081 0.400
O -2.5755 -0.6141 1.4379 0.124 -0.563 0.817
H -2.3840 0.1493 2.0425 -0.132 -0.236 -0.628
```
Forces are in eV/Å.

M: 208.43 g/mol
ΔE to the lowest compared entry with this formula, charge and spin: 0.0 kcal per mole
E_HOMO: -0.4008 Ha

In elementary charge units, the natural (NBO) charges are:
1 C -0.690
2 C -0.052
3 Cl 0.017
4 Cl -0.036
5 C 0.445
6 O -0.495
7 Cl 0.047
8 H 0.253
9 H 0.256
10 H 0.251
11 O -0.326
12 N 0.385
13 O -0.524
14 H 0.469

Here is a molecular structure, C3H4Cl4CrN at a distorted geometry from the Open Molecules 2025 dataset. Energies are from ωB97M-V/def2-TZVPD.

XYZ file:
```
13
Properties=species:S:1:pos:R:3:forces:R:3
Cr -2.3299 0.8838 1.9492 1.682 -0.467 -1.799
Cl -0.8378 0.4271 0.0807 -1.771 0.554 1.961
C 1.4914 -1.2246 2.6528 -0.989 -0.679 -0.582
C 2.2616 -0.3409 3.4840 2.343 3.079 3.013
N 2.8289 0.4191 4.1968 -2.130 -2.809 -2.729
H 2.0309 -1.6562 1.8098 0.243 0.083 0.206
H 0.6385 -0.6987 2.2238 0.091 0.375 -0.171
H 1.0105 -2.0309 3.2067 0.468 -0.136 0.284
C -1.4612 0.7831 -3.8214 -0.214 0.169 0.477
Cl -2.4242 2.2361 -4.2225 0.726 -0.784 0.014
Cl 0.2331 1.2205 -3.8379 -0.150 0.190 -0.530
Cl -1.7952 -0.5118 -4.9350 0.142 0.481 0.149
H -1.6467 0.4934 -2.7871 -0.440 -0.054 -0.293
```
Forces are in eV/Å.

M: 247.88 g/mol
charge: +2
ΔE to the lowest compared entry with this formula, charge and spin: 0.0 kcal per mole
E_HOMO (alpha / beta): -0.5892 / -0.5893 Ha
2S+1: 6

In elementary charge units, the natural (NBO) charges are:
1 Cr 1.594
2 Cl -0.591
3 C -0.717
4 C 0.248
5 N -0.264
6 H 0.272
7 H 0.197
8 H 0.262
9 C -0.359
10 Cl 0.361
11 Cl 0.386
12 Cl 0.346
13 H 0.263

Here is 2 unconnected molecules or ions with the total composition C3H4Cl6 from the Open Molecules 2025 dataset. Energies are from ωB97M-V/def2-TZVPD.

XYZ file:
```
13
Properties=species:S:1:pos:R:3:forces:R:3
Cl -0.6561 -17.2207 -1.6239 -0.145 -0.191 0.019
C 0.6685 -16.7013 -2.6595 0.380 0.429 0.558
Cl 0.8049 -17.7346 -4.0565 0.032 -0.153 -0.161
Cl 0.3794 -15.0274 -3.1536 0.030 -0.038 -0.096
Cl 2.1899 -16.7491 -1.7008 -0.329 -0.070 -0.296
Cl -1.8734 -19.2386 1.3722 0.034 0.118 0.004
C -0.6687 -18.0843 2.0162 0.268 -0.103 -0.029
C -1.3096 -16.8532 2.6012 -0.794 -0.212 -0.205
Cl -2.1443 -17.2142 4.1562 0.402 0.211 -0.193
H -0.0229 -17.7953 1.1881 -0.060 -0.017 -0.050
H -0.0736 -18.6346 2.7401 -0.021 0.095 0.086
H -2.1068 -16.5141 1.9415 0.094 0.045 -0.056
H -0.5986 -16.0372 2.6983 0.109 -0.114 0.420
```
Forces are in eV/Å.

M: 252.78 g/mol
ΔE to the lowest compared entry with this formula, charge and spin: 0.9 kcal per mole
E_HOMO: -0.3981 Ha

In elementary charge units, the natural (NBO) charges are:
1 Cl 0.059
2 C -0.227
3 Cl 0.082
4 Cl 0.055
5 Cl 0.031
6 Cl -0.064
7 C -0.389
8 C -0.382
9 Cl -0.067
10 H 0.226
11 H 0.227
12 H 0.225
13 H 0.226

Here is 2 unconnected molecules or ions with the total composition C3H4ClF at a distorted geometry from the Open Molecules 2025 dataset. Energies are from ωB97M-V/def2-TZVPD.

XYZ file:
```
9
Properties=species:S:1:pos:R:3:forces:R:3
C 0.6576 -0.3001 -1.1464 2.128 2.610 -0.947
C 1.0565 -0.7660 0.0201 -0.332 -1.863 0.255
C -1.3861 1.3544 1.4633 1.313 0.227 0.973
F -1.2524 0.0610 1.4688 -0.852 0.228 -0.308
Cl -2.7166 1.8552 0.5443 -0.646 -0.378 -0.518
H 1.3586 0.5887 -1.5124 -1.757 -2.161 -0.075
H -0.2013 -0.6502 -1.7319 0.204 0.556 0.522
H 0.3918 -1.5050 0.5140 0.902 0.308 -0.109
H 2.0919 -0.6382 0.3802 -0.962 0.471 0.207
```
Forces are in eV/Å.

M: 94.52 g/mol
ΔE to the lowest compared entry with this formula, charge and spin: 81.0 kcal per mole
E_HOMO: -0.3640 Ha

In elementary charge units, the natural (NBO) charges are:
1 C -0.407
2 C -0.396
3 C 0.309
4 F -0.310
5 Cl 0.003
6 H 0.195
7 H 0.209
8 H 0.190
9 H 0.208

Here is 2 unconnected molecules or ions with the total composition C3H4ClF at a distorted geometry from the Open Molecules 2025 dataset. Energies are from ωB97M-V/def2-TZVPD.

XYZ file:
```
9
Properties=species:S:1:pos:R:3:forces:R:3
C 0.3341 0.8992 0.1171 0.688 0.254 -1.122
C 0.4136 -0.6163 -0.2855 0.072 2.489 -1.770
C -0.5201 -0.1995 0.7331 -1.143 -0.180 -0.473
F 1.5488 -1.2709 -0.1183 0.005 -0.309 0.348
Cl -2.2206 -0.2645 0.2137 0.008 0.253 -0.113
H 1.3237 1.1766 0.6176 -1.730 -0.225 -0.373
H -0.2021 1.7654 -0.4774 1.232 -2.178 1.106
H -0.1244 -0.9761 -2.5349 0.161 0.114 1.158
H -0.5530 -0.5138 1.7346 0.705 -0.218 1.239
```
Forces are in eV/Å.

M: 94.52 g/mol
ΔE to the lowest compared entry with this formula, charge and spin: 128.0 kcal per mole
E_HOMO (alpha / beta): -0.3750 / -0.3442 Ha

In elementary charge units, the natural (NBO) charges are:
1 C -0.511
2 C 0.433
3 C -0.314
4 F -0.317
5 Cl -0.026
6 H 0.241
7 H 0.260
8 H -0.005
9 H 0.239

Here is C3H4ClF in the gas phase at a distorted geometry from the Open Molecules 2025 dataset. Energies are from ωB97M-V/def2-TZVPD.

XYZ file:
```
9
Properties=species:S:1:pos:R:3:forces:R:3
C 1.2033 -0.2388 0.0204 -1.324 0.002 2.652
C -0.2320 -0.3754 -0.1340 -3.387 2.099 -0.170
F -0.7712 -1.5077 -0.7337 1.187 1.236 1.030
C -1.0709 0.6516 0.1517 0.791 -0.995 -0.210
Cl -2.7456 0.5318 -0.0069 -1.402 -0.353 -0.332
H 1.5598 -0.1749 -0.9167 2.047 0.517 -3.160
H 1.4401 0.6064 0.7003 -0.046 -0.606 -0.698
H 1.4776 -1.1622 0.4373 1.193 -1.197 0.803
H -0.8612 1.6692 0.4818 0.942 -0.704 0.085
```
Forces are in eV/Å.

M: 94.52 g/mol
ΔE to the lowest compared entry with this formula, charge and spin: 11.6 kcal per mole
E_HOMO: -0.3349 Ha

In elementary charge units, the natural (NBO) charges are:
1 C -0.667
2 C 0.404
3 F -0.330
4 C -0.345
5 Cl 0.014
6 H 0.225
7 H 0.239
8 H 0.229
9 H 0.230